ORCA calculation (the ωB97M-V functional and the def2-TZVPD basis) on a cluster of 3 separate species, H6O3 in total.

Cartesian coordinates (Å):
O1 -0.070978 0.287189 0.792812
O2 -0.001950 1.777324 -1.835727
O3 -0.472997 -2.375218 1.523837
H1 -0.540344 1.082731 1.058161
H2 0.880127 1.897760 -2.201690
H3 -0.226551 -1.483108 1.220713
H4 0.463182 0.566510 0.041213
H5 -0.384873 1.055689 -2.345209
H6 0.354383 -2.808877 1.745891

Forces on atoms 1 to 2 (eV/Å):
0.2 0.1 0.0
0.2 -0.1 0.1

The SMILES is O.O.O. The gap between HOMO and LUMO is 0.4066 hartree. The LUMO energy is 0.017 Ha. Its highest occupied orbital energy is -10.6 eV.


ORCA calculation (the ωB97M-V functional and the def2-TZVPD basis) on a structure of composition C14H10N6O4S3Ta.

Cartesian coordinates (Å):
Ta1 -0.733415 -0.199943 0.218587
S1 -4.756199 -2.437582 -0.261767
S2 -0.806856 0.028671 4.836108
S3 -1.009762 4.533195 0.255846
O1 2.143723 -3.080067 1.185625
O2 0.625358 -1.385764 0.586088
O3 -0.159417 0.621379 -4.005278
O4 -0.602703 0.207358 -1.939812
N1 -0.913427 1.944257 0.341199
N2 -0.940498 -2.070568 3.189706
N3 -2.329165 -1.142522 -0.008354
N4 -1.238917 2.921157 -1.821384
N5 -0.914927 0.115843 2.271807
N6 0.083051 -0.000588 -3.039427
C1 -0.839327 1.443094 2.729037
C2 -0.764238 1.571118 4.058795
C3 -0.850259 2.440787 1.678259
C4 -1.057886 2.995510 -0.510844
C5 1.762971 -2.462213 0.291948
C6 3.342622 -2.046441 -1.650548
C7 2.058893 -2.232801 -1.137552
C8 -3.419437 -1.728041 -0.120246
C9 2.426513 -0.711141 -3.453121
C10 0.968711 -1.815137 -1.863920
C11 -0.896213 -0.752219 3.311086
C12 1.167706 -0.930686 -2.893554
C13 3.499824 -1.363056 -2.858990
C14 -0.868903 3.770820 1.794489
H1 -0.909164 -2.663075 4.007276
H2 -0.033449 -2.077420 -1.560086
H3 2.571950 -0.012406 -4.267750
H4 4.493361 -1.229910 -3.265246
H5 -0.692616 2.472933 4.645694
H6 4.213863 -2.373117 -1.096006
H7 -0.838294 4.358468 2.698288
H8 -0.981558 -2.529486 2.295494
H9 -1.423527 2.050531 -2.289122
H10 -1.378382 3.769080 -2.352335

Forces on atoms 1 to 2 (eV/Å):
0.0 -0.1 -0.2
0.4 0.2 0.0

Its total charge is +3. The gap between HOMO and LUMO is 0.2061 hartree. The LUMO energy is -0.426 Ha. Its highest occupied orbital energy is -17.2 eV.


ORCA calculation (the ωB97M-V functional and the def2-TZVPD basis) on a structure of composition C39H68BrN2O10PS2.

Cartesian coordinates (Å):
Br1 -1.675569 -2.956432 1.513186
S1 5.086542 0.066547 -1.959496
S2 3.906664 0.106314 2.744275
P1 3.682902 -1.309392 -1.868536
O1 -5.374915 7.862901 1.656818
O2 8.395889 -4.712950 5.115360
O3 -6.739074 5.535400 4.192454
O4 5.556567 -0.843154 7.187359
O5 -0.155532 1.519431 -8.392267
O6 -1.677521 5.756147 1.638352
O7 -3.688530 -1.317163 0.644627
O8 -0.647531 0.270601 2.332522
O9 -0.840636 -3.319891 -8.677106
O10 1.903859 -6.122419 0.400833
N1 4.111166 -0.397922 1.146959
N2 2.262926 0.265821 2.915959
C1 8.525238 -5.671280 4.383157
C2 0.990299 -6.544564 1.076840
C3 1.538157 0.972079 -3.502662
C4 -1.115718 0.282510 -10.179457
C5 0.230875 -0.068700 1.319747
C6 4.671813 -2.122510 5.391241
C7 7.506392 -5.986852 3.318259
C8 -0.698919 -4.313585 -7.996956
C9 -1.674245 -0.490281 -0.409629
C10 0.543021 -0.842841 -4.994258
C11 2.803336 -0.430384 0.728315
C12 -7.585872 7.044196 1.364510
C13 -2.478062 6.463157 2.219633
C14 -7.265371 3.233688 4.455877
C15 1.110761 -0.371499 -9.071378
C16 5.689644 -1.803284 6.457415
C17 -5.841420 4.542824 6.154521
C18 -2.509965 -1.455226 0.529809
C19 -0.062317 0.569461 -9.141454
C20 0.603646 -8.001473 1.050386
C21 -3.522602 5.872645 3.129751
C22 -1.368828 -5.614471 -8.355864
C23 -0.370596 2.782242 1.957464
C24 0.195050 -5.634383 1.977377
C25 6.874592 -2.724815 6.575840
C26 -6.955431 9.512865 1.004013
C27 0.156580 -4.290645 -6.757318
C28 9.710941 -6.593874 4.501575
C29 2.330861 -0.837448 -0.637302
C30 0.918014 -0.852225 -1.046086
C31 -2.461572 7.961163 2.057839
C32 -6.626355 4.534724 4.868430
C33 -0.375527 3.237830 0.442100
C34 1.693722 -0.053273 1.683307
C35 -0.153423 -0.454054 -0.031446
C36 -6.528049 8.115267 1.369522
C37 0.415401 -0.149413 -3.551969
C38 0.584894 -1.314902 -2.497040
C39 -1.336143 1.518371 2.084892
H1 0.329068 -0.137608 -5.835932
H2 -8.012548 6.948739 0.363677
H3 1.650877 -0.366034 -10.020275
H4 -2.135368 0.538639 -0.446387
H5 2.223333 0.830157 -4.388536
H6 -1.950209 -5.481671 -9.268648
H7 1.258095 -8.536401 0.361519
H8 0.978683 -5.001879 -6.858425
H9 -8.366771 7.289720 2.086247
H10 -0.421091 -1.836692 -2.438806
H11 -7.355066 9.525746 -0.011682
H12 -0.449911 -4.536061 -5.883121
H13 3.874261 -1.379091 5.418445
H14 -1.899749 1.037958 -10.116826
H15 -1.558159 -0.699103 -9.997506
H16 -6.497717 2.470394 4.314580
H17 1.788613 -0.045563 -8.281025
H18 0.288491 -5.962963 3.014572
H19 4.238237 -3.107719 5.574458
H20 6.710324 -5.242123 3.347530
H21 -1.447178 3.207669 0.078914
H22 0.259361 2.528059 -0.155343
H23 -7.137066 6.092173 1.646448
H24 0.646267 2.597273 2.388783
H25 -1.809130 -0.907689 -1.448742
H26 -7.709120 9.867510 1.709495
H27 -0.053416 4.309027 0.339117
H28 -3.409213 8.303443 1.638254
H29 7.440126 -2.723617 5.646148
H30 -3.392186 6.256302 4.143953
H31 -7.979774 2.912387 5.216205
H32 6.537934 -3.735771 6.809430
H33 7.523195 -2.376963 7.380745
H34 2.187648 0.953018 -2.590215
H35 -2.061364 1.490503 1.229767
H36 -0.074612 -1.779016 -4.994860
H37 -6.092812 10.178525 1.049322
H38 10.359581 -6.246903 5.306350
H39 -5.010968 3.837194 6.087961
H40 0.571939 -3.291250 -6.626443
H41 -0.582090 0.361637 -3.535995
H42 -1.655613 8.239834 1.376887
H43 5.143730 -2.094858 4.407347
H44 7.976398 -5.958620 2.333427
H45 -0.615539 -6.385315 -8.529128
H46 -2.042179 -5.920219 -7.552846
H47 9.373426 -7.605550 4.734903
H48 -3.412131 4.786100 3.148791
H49 7.071687 -6.971756 3.499467
H50 -0.853289 -5.636294 1.674203
H51 0.581994 -4.618852 1.895886
H52 -0.427439 -8.106753 0.707390
H53 1.088644 1.994066 -3.590517
H54 4.216090 -2.596817 -1.539485
H55 3.158912 -1.397076 -3.199236
H56 -2.283306 8.436115 3.025145
H57 -1.963064 1.708578 3.007358
H58 -0.674182 0.317313 -11.177359
H59 -5.439168 5.541741 6.325852
H60 -6.492953 4.279254 6.989865
H61 -4.517449 6.117801 2.761189
H62 0.714645 -8.434050 2.046541
H63 10.278193 -6.592307 3.568875
H64 1.630635 -1.159866 -5.059063
H65 -0.843534 3.607383 2.568348
H66 0.761327 -1.380223 -8.840462
H67 -7.796406 3.374527 3.513926
H68 1.290026 -2.110993 -2.870760

Forces on atoms 1 to 2 (eV/Å):
0.0 0.7 -0.6
-0.2 -0.4 0.0

The gap between HOMO and LUMO is 0.2580 hartree. The LUMO energy is -0.038 Ha. Its highest occupied orbital energy is -8.0 eV.


ORCA calculation (the ωB97M-V functional and the def2-TZVPD basis) on a structure of composition C59H147BaCuN8O19.

Cartesian coordinates (Å):
Ba1 -12.397930 38.187950 18.081390
Cu1 -11.981450 35.609560 13.617010
O1 -19.742610 32.664900 14.324980
O2 -17.313440 37.179000 19.262350
O3 -5.678440 30.979430 16.304530
O4 -17.011870 27.374570 12.560430
O5 -17.868040 31.527530 18.658900
O6 -14.480670 31.936280 12.009580
O7 -13.645500 36.286980 12.170360
O8 -13.697080 40.246330 19.329460
O9 -16.104110 29.968540 24.527430
O10 -17.398950 26.110020 19.148600
O11 -9.490180 34.647670 13.193500
O12 -9.926910 37.722930 17.480520
O13 -12.520870 36.266920 15.958110
O14 -11.815360 36.556940 20.270400
O15 -14.087040 31.393120 20.726710
O16 -6.928510 29.392040 19.474790
O17 -10.126080 28.571650 16.420460
O18 -17.086290 27.161670 16.835790
O19 -14.048990 39.301240 16.011340
N1 -16.977950 30.039980 11.307820
N2 -8.265720 30.471980 17.173290
N3 -12.134690 33.911960 11.957050
N4 -13.166430 35.099130 16.484650
N5 -11.372910 40.126700 16.426600
N6 -18.624760 28.727980 20.008330
N7 -14.249500 29.213310 22.516850
N8 -14.513120 37.482000 19.642140
C1 -9.368370 38.567340 16.486800
C2 -15.220250 33.897260 17.078110
C3 -15.721600 32.191740 11.300420
C4 -4.340760 31.453220 16.238590
C5 -16.307080 31.000730 10.471930
C6 -15.436850 36.241810 16.168510
C7 -14.645980 30.179690 20.206910
C8 -9.540730 33.953010 11.920780
C9 -12.229540 33.906490 16.733020
C10 -15.309380 39.792450 16.387020
C11 -13.696040 35.509090 10.966120
C12 -12.388240 40.799500 15.580050
C13 -10.515410 39.245710 15.652770
C14 -7.987580 31.561620 16.260750
C15 -12.992540 32.864690 17.673350
C16 -8.357080 29.707440 19.497580
C17 -6.504530 28.252190 20.152880
C18 -13.692120 41.634540 19.074380
C19 -12.879670 35.997130 20.940940
C20 -8.325040 35.436610 13.340390
C21 -15.221720 29.242950 21.367960
C22 -11.748890 33.157790 15.411450
C23 -10.917360 33.128740 11.786100
C24 -12.492580 28.533980 16.594110
C25 -18.719350 31.183670 19.783290
C26 -16.324220 29.352360 15.845380
C27 -14.548670 38.407380 20.762410
C28 -14.806610 34.363570 14.655850
C29 -16.539670 25.069580 19.419800
C30 -14.682070 28.301620 23.617490
C31 -17.318520 30.296990 25.202190
C32 -16.088580 28.624060 24.112720
C33 -12.334660 34.796390 10.787190
C34 -8.849380 36.956620 18.135370
C35 -18.353180 26.268390 20.172830
C36 -14.601350 34.903480 16.100050
C37 -10.968320 34.307910 17.546990
C38 -18.061390 27.862150 11.655260
C39 -8.435080 30.904990 18.539930
C40 -18.202260 34.989990 19.206700
C41 -6.528400 32.118110 16.327820
C42 -14.201540 36.117310 20.100620
C43 -14.571660 37.352330 12.253070
C44 -18.886330 34.918820 14.785090
C45 -18.580740 31.731980 17.479330
C46 -13.471160 39.935810 14.911740
C47 -10.685380 36.728090 21.119400
C48 -18.294700 36.399530 19.796060
C49 -19.515090 29.871260 19.692100
C50 -19.332410 27.436580 19.955620
C51 -14.456590 30.978730 13.065970
C52 -18.838340 33.654440 13.900870
C53 -15.093620 32.326400 21.094430
C54 -14.419100 32.557030 17.234870
C55 -17.491070 26.578230 13.632780
C56 -16.535290 28.462840 17.094440
C57 -11.206550 29.121800 17.183800
C58 -14.750730 39.794880 20.172000
C59 -17.404310 28.818450 10.638870
H1 -6.343000 32.636720 15.387200
H2 -18.501310 34.698970 15.780840
H3 -18.419170 35.060180 18.140810
H4 -17.231950 26.725820 17.678640
H5 -10.931020 32.566890 10.852160
H6 -9.353170 29.088480 16.659380
H7 -15.487170 37.386670 19.392680
H8 -18.110790 25.829490 13.139390
H9 -6.961030 28.166710 21.138990
H10 -11.342110 34.808680 18.440080
H11 -19.241840 32.592660 17.580600
H12 -18.709530 28.456220 12.299550
H13 -20.217540 27.404160 20.590910
H14 -12.618150 34.950970 21.099850
H15 -8.325580 36.303390 17.437500
H16 -15.690350 39.573960 17.384630
H17 -14.622680 27.270340 23.269590
H18 -13.082540 36.544820 21.861260
H19 -19.934930 35.184670 14.918720
H20 -16.382450 29.680980 12.040350
H21 -6.875420 27.368980 19.632820
H22 -18.170530 30.013520 24.584280
H23 -14.005850 28.427950 24.462990
H24 -12.527720 27.450830 16.710960
H25 -15.058890 36.947010 15.428290
H26 -14.360450 30.085830 23.013330
H27 -16.517280 32.575400 11.939000
H28 -14.990740 40.462580 20.999450
H29 -14.862170 31.808030 17.891210
H30 -18.876870 25.318260 20.278250
H31 -15.736100 24.925520 18.697570
H32 -10.458800 33.493180 18.061500
H33 -18.968230 33.866440 12.839600
H34 -17.855310 31.795390 16.668260
H35 -20.274160 29.900480 20.473810
H36 -15.450510 30.381590 19.499750
H37 -17.332460 29.592150 15.507650
H38 -16.212970 33.523990 16.826550
H39 -15.798690 34.509690 14.228610
H40 -11.076110 38.487760 15.105740
H41 -17.031660 31.293170 9.711950
H42 -15.332870 28.201140 21.067330
H43 -15.382350 38.138130 21.410930
H44 -10.896150 32.423890 12.617270
H45 -16.389290 27.962510 24.925140
H46 -12.772370 41.885760 18.546130
H47 -8.942740 28.849490 19.167390
H48 -4.187730 31.931460 15.271140
H49 -14.563440 34.862430 10.833630
H50 -16.775840 28.425810 23.290240
H51 -9.966680 37.403730 20.655630
H52 -18.348720 35.756140 14.340170
H53 -11.371520 32.177330 15.701950
H54 -12.829250 41.565770 16.217580
H55 -16.710590 25.986810 14.111490
H56 -14.033270 34.750890 13.992500
H57 -16.233780 29.520530 21.662520
H58 -8.298280 36.319610 12.701880
H59 -18.192190 36.324180 20.878610
H60 -19.674190 31.881800 13.773920
H61 -8.669240 32.392000 16.444870
H62 -16.466040 28.311520 10.413530
H63 -14.314410 32.074810 16.262960
H64 -13.976050 35.482740 19.243550
H65 -15.598780 37.028020 12.085920
H66 -7.759820 31.689330 18.881880
H67 -14.697300 29.960350 12.760920
H68 -14.721970 33.278600 14.594570
H69 -8.594740 29.908620 20.542150
H70 -15.806570 31.916810 21.810000
H71 -12.391710 32.002440 17.962560
H72 -19.229060 30.932630 17.120420
H73 -11.909350 41.285920 14.730260
H74 -15.221110 31.242770 13.796650
H75 -13.702670 38.392240 21.449540
H76 -18.097070 27.124220 14.355800
H77 -14.129040 40.502350 14.252700
H78 -12.970660 39.178530 14.308330
H79 -15.662070 39.780610 19.574210
H80 -17.922030 26.494970 21.147960
H81 -8.109910 31.146570 15.260320
H82 -13.055460 33.315000 18.663990
H83 -12.531350 32.881030 14.704860
H84 -14.650770 33.179700 21.608090
H85 -18.845860 34.240370 19.667080
H86 -17.306980 28.840080 17.765460
H87 -14.302610 38.186480 11.605060
H88 -16.478590 36.087590 15.887270
H89 -15.426180 36.698230 17.158290
H90 -18.561520 27.017880 11.180720
H91 -15.305950 40.876180 16.270330
H92 -16.954240 24.061670 19.439090
H93 -4.061600 32.150880 17.028170
H94 -8.257690 35.768690 14.376390
H95 -5.423870 28.111660 20.176140
H96 -8.671710 33.310300 11.779940
H97 -9.456350 34.684810 11.117390
H98 -8.179700 37.634810 18.664220
H99 -16.065610 39.433640 15.688830
H100 -14.570850 37.787020 13.252640
H101 -11.081330 28.809550 18.220580
H102 -17.950530 28.796400 19.259440
H103 -11.448860 35.424910 10.695380
H104 -19.845160 27.282540 19.006170
H105 -10.904780 37.214220 22.070000
H106 -13.653520 42.150030 20.034000
H107 -7.383450 34.895370 13.247860
H108 -6.405200 32.811290 17.159940
H109 -20.007330 29.662530 18.742240
H110 -9.385150 31.420600 18.679970
H111 -17.869470 33.164340 13.996700
H112 -10.344220 35.035170 17.027670
H113 -13.808730 36.198250 10.129190
H114 -12.552760 28.877260 15.561330
H115 -12.860440 33.212820 11.889360
H116 -19.274800 36.781700 19.510650
H117 -10.965670 33.742510 14.928990
H118 -13.473740 30.996790 13.536920
H119 -17.679430 37.665570 18.520120
H120 -12.462150 34.287410 9.831800
H121 -11.191520 30.211670 17.191240
H122 -8.759190 37.959060 15.818210
H123 -17.177130 34.653220 19.360960
H124 -17.268570 31.364000 25.419240
H125 -7.305290 30.159610 17.184070
H126 -10.002080 39.796340 14.864480
H127 -13.833660 29.633360 19.727590
H128 -10.250630 35.768550 21.399390
H129 -15.025640 35.690510 20.672290
H130 -15.496790 32.979680 10.581580
H131 -19.500660 31.943470 19.764390
H132 -15.930920 25.307100 20.292200
H133 -15.767790 28.813510 15.078480
H134 -18.046380 29.115430 9.809630
H135 -9.219060 36.217490 18.846090
H136 -14.582000 41.950960 18.530240
H137 -15.605160 28.372910 17.655580
H138 -10.788190 40.853910 16.813080
H139 -3.650480 30.609900 16.259160
H140 -13.284330 28.972960 17.201170
H141 -17.432520 29.752040 26.139270
H142 -15.655400 32.616610 20.206580
H143 -18.211620 31.365220 20.730580
H144 -15.294460 34.373150 18.055920
H145 -8.708910 39.336510 16.888780
H146 -15.530600 30.510700 9.884520
H147 -15.844780 30.315060 16.022700

Forces on atoms 1 to 2 (eV/Å):
-0.5 -1.6 -1.6
0.3 0.6 0.5

Its total charge is +1. The gap between HOMO and LUMO (alpha / beta) is 0.0769 / 0.2024 hartree. As for the expectation value of S²: 0.752. The LUMO energy (alpha / beta) is -0.076 / -0.078 Ha. Its multiplicity is 2. Its highest occupied orbital energy (alpha / beta) is -4.2 / -7.6 eV.